(1)
{"formula": "C12H30LiNO9", "method": "ωB97M-V/def2-TZVPD", "elements": ["Li", "N", "O", "O", "O", "C", "O", "C", "C", "O", "C", "H", "H", "H", "H", "H", "H", "H", "H", "H", "H", "C", "O", "C", "C", "O", "C", "H", "H", "H", "H", "H", "H", "H", "H", "H", "H", "C", "O", "C", "C", "O", "C", "H", "H", "H", "H", "H", "H", "H", "H", "H", "H"], "coordinates": [[-0.801, -1.162, 0.017], [-1.155, -2.006, 2.330], [-0.346, -1.082, 1.995], [-1.634, -2.708, 1.397], [-1.463, -2.178, 3.491], [-3.054, 0.528, 1.299], [-2.694, -0.026, 0.059], [-3.631, -1.006, -0.370], [-3.172, -1.576, -1.699], [-1.890, -2.134, -1.530], [-1.500, -2.929, -2.639], [-4.016, 1.058, 1.240], [-2.285, 1.226, 1.619], [-3.164, -0.241, 2.075], [-4.594, -0.505, -0.542], [-3.735, -1.809, 0.364], [-3.126, -0.762, -2.433], [-3.899, -2.349, -1.969], [-0.517, -3.324, -2.406], [-1.488, -2.324, -3.550], [-2.194, -3.768, -2.746], [2.538, 0.602, 2.660], [2.611, 1.744, 1.833], [1.382, 2.084, 1.290], [1.445, 3.417, 0.567], [1.862, 4.469, 1.402], [3.258, 4.712, 1.353], [1.989, 0.823, 3.579], [3.561, 0.308, 2.890], [2.039, -0.228, 2.153], [0.592, 2.188, 2.064], [0.962, 1.306, 0.626], [0.441, 3.647, 0.201], [2.109, 3.360, -0.313], [3.821, 3.797, 1.537], [3.476, 5.438, 2.131], [3.537, 5.129, 0.377], [-0.655, 1.334, -1.977], [-0.034, 0.229, -1.346], [1.153, -0.188, -1.964], [1.863, -1.221, -1.116], [0.905, -2.153, -0.662], [1.454, -3.308, -0.060], [-1.128, 1.041, -2.921], [0.083, 2.115, -2.200], [-1.387, 1.736, -1.286], [1.846, 0.647, -2.129], [0.912, -0.628, -2.943], [2.371, -0.759, -0.265], [2.561, -1.725, -1.796], [2.197, -3.050, 0.705], [1.953, -3.936, -0.810], [0.644, -3.852, 0.418]], "nbo_charge": [0.841, 0.708, -0.627, -0.581, -0.438, -0.254, -0.577, -0.089, -0.079, -0.562, -0.245, 0.167, 0.202, 0.191, 0.175, 0.213, 0.171, 0.183, 0.205, 0.167, 0.176, -0.248, -0.547, -0.092, -0.075, -0.541, -0.252, 0.179, 0.184, 0.181, 0.167, 0.170, 0.182, 0.156, 0.190, 0.191, 0.157, -0.249, -0.572, -0.075, -0.081, -0.575, -0.253, 0.174, 0.174, 0.213, 0.183, 0.171, 0.189, 0.181, 0.180, 0.167, 0.223], "homo_ha": -0.32593, "molar_mass_da": 339.3, "e_lumo_ha": 0.00933, "homo_lumo_gap_ev": 9.12}


(2)
{"formula": "C27H35N3O3S", "method": "ωB97M-V/def2-TZVPD", "elements": ["C", "C", "C", "C", "C", "C", "C", "N", "C", "S", "N", "C", "C", "C", "N", "C", "C", "O", "C", "C", "C", "C", "C", "C", "C", "C", "C", "C", "C", "O", "C", "C", "O", "C", "H", "H", "H", "H", "H", "H", "H", "H", "H", "H", "H", "H", "H", "H", "H", "H", "H", "H", "H", "H", "H", "H", "H", "H", "H", "H", "H", "H", "H", "H", "H", "H", "H", "H", "H"], "coordinates": [[-6.410, -0.208, -1.766], [-5.276, 0.662, -1.221], [-4.398, -0.132, -0.298], [-4.715, -0.259, 1.049], [-3.924, -1.030, 1.878], [-2.799, -1.672, 1.393], [-2.449, -1.525, 0.057], [-1.281, -2.047, -0.513], [-0.123, -2.440, 0.100], [-0.099, -3.361, 1.474], [1.029, -2.105, -0.538], [2.278, -2.667, -0.067], [2.874, -1.901, 1.129], [4.154, -1.136, 0.785], [3.901, -0.074, -0.182], [5.014, 0.230, -1.070], [6.107, 1.054, -0.380], [5.577, 2.254, 0.141], [4.536, 1.992, 1.058], [3.416, 1.167, 0.412], [1.162, -0.929, -1.401], [1.049, -1.292, -2.885], [0.212, 0.161, -1.003], [-0.552, 1.011, -1.735], [-1.306, 1.788, -0.801], [-2.278, 2.773, -0.934], [-2.856, 3.256, 0.219], [-2.483, 2.783, 1.471], [-1.506, 1.806, 1.637], [-1.231, 1.422, 2.908], [-0.272, 0.408, 3.115], [-0.917, 1.322, 0.469], [0.030, 0.351, 0.331], [-3.271, -0.773, -0.781], [-7.048, 0.368, -2.433], [-7.017, -0.592, -0.949], [-6.006, -1.055, -2.317], [-5.699, 1.511, -0.682], [-4.683, 1.049, -2.053], [-5.584, 0.247, 1.443], [-4.179, -1.135, 2.922], [-2.197, -2.276, 2.051], [-1.170, -1.757, -1.476], [2.979, -2.667, -0.905], [2.077, -3.701, 0.220], [2.119, -1.212, 1.508], [3.100, -2.601, 1.932], [4.594, -0.757, 1.719], [4.870, -1.834, 0.344], [5.431, -0.699, -1.462], [4.612, 0.815, -1.904], [6.880, 1.347, -1.092], [6.568, 0.465, 0.429], [4.159, 2.966, 1.375], [4.940, 1.465, 1.936], [2.648, 0.938, 1.150], [2.963, 1.760, -0.391], [2.184, -0.562, -1.213], [0.040, -1.589, -3.164], [1.718, -2.119, -3.106], [1.338, -0.441, -3.496], [-0.597, 1.085, -2.802], [-2.571, 3.132, -1.908], [-3.621, 4.016, 0.159], [-2.956, 3.164, 2.362], [-0.547, -0.519, 2.607], [-0.251, 0.238, 4.190], [0.720, 0.727, 2.780], [-3.009, -0.666, -1.826]], "nbo_charge": [-0.596, -0.405, 0.015, -0.237, -0.182, -0.293, 0.244, -0.627, 0.316, -0.236, -0.436, -0.220, -0.419, -0.221, -0.472, -0.241, -0.089, -0.525, -0.089, -0.259, -0.142, -0.604, 0.327, -0.322, -0.089, -0.234, -0.199, -0.263, 0.276, -0.487, -0.251, 0.248, -0.465, -0.281, 0.205, 0.207, 0.204, 0.209, 0.203, 0.208, 0.213, 0.249, 0.395, 0.193, 0.244, 0.217, 0.225, 0.179, 0.194, 0.202, 0.197, 0.197, 0.159, 0.200, 0.159, 0.213, 0.203, 0.293, 0.199, 0.224, 0.218, 0.234, 0.213, 0.214, 0.227, 0.200, 0.196, 0.167, 0.202], "homo_ha": -0.28650, "smiles": "CCc1cccc(NC(=S)N(CCCN2CCOCC2)[C@@H](C)c2cc3cccc(OC)c3o2)c1", "de_lowest_kcal_mol": 8.8, "molar_mass_da": 481.7, "e_lumo_ha": 0.01922, "homo_lumo_gap_ev": 8.32}